Entry 1:
C26H80N8O14 | ωB97M-V/def2-TZVPD

Each line ends with the Löwdin charge.
Element x y z (Å)
C -10.924 -22.657 14.829  -0.15
O -12.199 -22.818 15.335  -0.15
H -10.066 -23.350 15.096  0.10
H -10.588 -21.694 15.202  0.09
H -10.986 -22.754 13.794  0.04
H -12.370 -23.803 15.315  0.07
C -14.021 -24.095 18.195  -0.12
O -13.175 -25.215 17.922  -0.14
H -15.013 -24.437 17.877  0.06
H -13.762 -23.222 17.602  0.06
H -13.875 -23.799 19.186  0.07
H -13.302 -25.436 16.981  0.01
C -12.997 -28.780 16.871  -0.13
O -14.115 -29.117 16.073  -0.13
H -12.987 -29.225 17.835  0.07
H -12.982 -27.650 16.945  0.09
H -12.068 -28.974 16.317  0.07
H -14.956 -28.896 16.444  0.03
C -15.650 -27.818 18.481  -0.13
O -16.286 -27.836 17.189  -0.12
H -15.108 -26.940 18.818  0.07
H -15.016 -28.695 18.677  0.08
H -16.436 -27.817 19.229  0.07
H -16.845 -27.093 17.184  0.00
C -16.566 -23.082 9.341  -0.65
O -17.929 -22.955 9.715  -0.13
N -15.797 -23.845 10.021  0.15
N -16.030 -22.478 8.369  0.16
H -16.298 -24.353 10.729  0.07
H -14.851 -24.095 9.835  0.10
H -16.751 -22.186 7.665  0.15
H -15.031 -22.473 8.041  0.15
C -14.734 -20.496 15.691  -0.59
O -15.405 -21.550 16.334  -0.16
N -15.208 -19.252 15.575  0.15
N -13.668 -20.649 15.045  0.18
H -16.181 -19.076 15.777  0.11
H -14.615 -18.529 15.051  0.15
H -13.134 -21.570 15.154  0.09
H -13.298 -19.948 14.405  0.12
C -17.175 -23.415 13.567  -0.54
O -17.182 -23.906 12.269  -0.09
N -18.056 -23.762 14.437  0.16
N -16.279 -22.581 14.076  0.19
H -18.899 -24.208 14.039  0.16
H -18.163 -23.267 15.296  0.10
H -15.587 -22.197 13.466  0.08
H -15.997 -22.440 15.017  0.02
C -12.791 -29.282 12.663  -0.65
O -13.995 -29.736 12.293  -0.08
N -12.489 -28.870 13.875  0.18
N -11.790 -29.329 11.817  0.13
H -13.261 -28.752 14.634  0.11
H -11.569 -28.445 14.026  0.05
H -11.977 -29.829 10.943  0.14
H -10.780 -29.374 12.142  0.15
C -10.207 -26.397 13.110  -0.01
C -9.609 -27.290 14.155  -0.59
C -9.906 -27.007 15.617  -0.02
O -9.875 -28.506 14.031  -0.01
H -11.172 -26.819 12.681  0.09
H -9.484 -26.206 12.361  0.09
H -10.550 -25.485 13.601  0.06
H -8.476 -27.272 13.973  0.17
H -9.622 -26.029 15.911  0.07
H -9.314 -27.585 16.359  0.11
H -10.922 -27.099 15.955  0.05
H -9.172 -28.905 14.468  0.11
C -14.915 -25.294 15.134  -0.01
C -13.625 -25.548 14.447  -0.59
C -13.476 -24.575 13.325  -0.03
O -12.615 -25.447 15.178  -0.01
H -15.772 -25.475 14.548  0.06
H -15.084 -24.264 15.420  0.08
H -14.904 -25.930 15.997  0.08
H -13.611 -26.572 14.046  0.13
H -13.745 -23.563 13.589  0.07
H -14.207 -24.757 12.531  0.08
H -12.469 -24.594 12.882  0.07
H -11.892 -25.831 14.709  0.06
C -14.367 -19.994 10.152  -0.01
C -13.847 -21.332 10.766  -0.69
C -12.523 -21.213 11.320  -0.05
O -14.639 -21.862 11.545  0.02
H -13.625 -19.651 9.444  0.07
H -14.466 -19.207 10.885  0.07
H -15.329 -20.059 9.623  0.08
H -13.675 -22.052 9.931  0.13
H -11.983 -20.792 10.540  0.06
H -11.964 -22.165 11.410  0.08
H -12.404 -20.574 12.211  0.09
H -15.206 -22.438 11.037  0.05
C -16.630 -28.233 14.089  -0.03
C -17.327 -27.491 12.977  -0.66
C -16.340 -27.069 11.968  -0.05
O -18.199 -28.184 12.420  0.05
H -16.435 -29.339 13.914  0.12
H -17.288 -28.195 14.919  0.06
H -15.727 -27.690 14.380  0.06
H -17.718 -26.614 13.411  0.12
H -15.743 -27.933 11.772  0.06
H -15.706 -26.362 12.437  0.04
H -16.761 -26.602 11.084  0.10
H -17.804 -28.947 11.947  0.15
C -13.339 -26.731 10.818  -0.02
C -12.034 -26.423 10.055  -0.63
C -11.539 -25.027 10.242  -0.05
O -11.051 -27.180 10.193  0.02
H -13.214 -26.751 11.901  0.05
H -13.857 -27.714 10.572  0.11
H -14.047 -25.928 10.642  0.05
H -12.294 -26.411 9.019  0.13
H -10.728 -24.732 9.542  0.10
H -11.072 -24.835 11.226  0.06
H -12.318 -24.291 10.097  0.06
H -11.364 -27.850 10.786  0.03
C -19.556 -24.454 17.061  -0.02
C -18.054 -24.800 17.246  -0.64
C -17.761 -25.213 18.705  -0.02
O -17.562 -25.633 16.480  0.01
H -19.699 -24.127 16.075  0.02
H -19.899 -23.583 17.700  0.11
H -20.147 -25.334 17.222  0.08
H -17.501 -23.842 17.217  0.14
H -18.162 -26.257 18.875  0.10
H -18.267 -24.609 19.468  0.09
H -16.654 -25.246 18.821  0.06
H -17.664 -25.346 15.590  0.07

## Properties
Kohn-Sham gap: 8.38 eV
multiplicity: 1
HOMO level: -8.341 eV
LUMO: 0.035 eV
energy above the lowest of the compared OMol25 structures with the same formula, charge and spin: 39.70 kcal per mole

---

Entry 2:
C26H8BCl78O4 | ωB97M-V/def2-TZVPD

Each line ends with the Löwdin charge.
Element x y z (Å)
C 6.684 6.332 1.679  0.00
C 6.111 5.548 0.985  -0.17
C 5.452 4.554 0.194  -0.15
C 5.144 3.357 1.127  -0.33
O 3.968 3.677 1.798  0.02
B 3.052 2.508 1.592  -0.90
O 2.416 2.035 2.820  0.02
O 3.930 1.439 1.086  -0.12
C 5.087 1.938 0.505  -0.71
Cl 4.745 1.933 -1.284  0.66
C 6.115 0.893 0.936  -0.15
C 7.434 1.425 1.374  -0.74
O 7.943 2.452 1.089  0.08
Cl 8.362 0.277 2.450  0.57
H 7.111 6.764 2.522  0.02
H 4.522 4.944 -0.181  0.12
H 6.044 4.294 -0.671  0.10
H 5.899 3.453 1.898  0.13
H 2.226 2.934 0.786  0.08
H 1.654 2.602 2.958  -0.03
H 5.691 0.348 1.755  0.12
H 6.237 0.171 0.144  0.10
C -0.902 4.937 1.630  -2.00
Cl -0.177 4.264 3.102  0.58
Cl -0.439 3.971 0.240  0.52
Cl -2.669 4.938 1.781  0.49
Cl -0.330 6.592 1.406  0.52
C -4.715 4.491 5.482  -2.03
Cl -3.086 4.609 4.826  0.50
Cl -5.424 6.108 5.627  0.52
Cl -5.682 3.526 4.362  0.49
Cl -4.683 3.723 7.074  0.50
C 3.587 -2.363 -1.336  -2.01
Cl 3.509 -0.811 -0.519  0.62
Cl 3.432 -2.140 -3.086  0.49
Cl 5.143 -3.135 -0.976  0.51
Cl 2.280 -3.410 -0.762  0.50
C 2.319 -5.571 2.887  -2.03
Cl 0.825 -5.808 1.952  0.48
Cl 3.723 -5.791 1.829  0.49
Cl 2.335 -3.941 3.546  0.55
Cl 2.385 -6.751 4.212  0.49
C 3.224 -4.634 -6.398  -2.05
Cl 2.340 -5.313 -5.029  0.53
Cl 3.494 -2.911 -6.123  0.49
Cl 4.779 -5.452 -6.565  0.50
Cl 2.282 -4.854 -7.879  0.52
C 3.986 9.384 -0.135  -2.02
Cl 5.247 8.469 0.698  0.61
Cl 3.746 10.957 0.663  0.49
Cl 4.454 9.658 -1.819  0.48
Cl 2.486 8.458 -0.074  0.52
C -6.766 0.084 2.147  -2.03
Cl -5.086 0.314 1.668  0.53
Cl -7.515 1.671 2.350  0.50
Cl -7.651 -0.823 0.913  0.47
Cl -6.818 -0.801 3.675  0.54
C -6.818 3.604 10.994  -2.06
Cl -7.278 2.112 10.168  0.52
Cl -6.185 4.753 9.815  0.50
Cl -8.236 4.296 11.794  0.51
Cl -5.576 3.251 12.200  0.52
C -3.168 -2.449 -1.252  -2.04
Cl -3.405 -3.834 -2.330  0.50
Cl -2.444 -1.105 -2.135  0.52
Cl -4.729 -1.933 -0.609  0.49
Cl -2.104 -2.903 0.084  0.53
C -0.240 2.306 -2.965  -2.02
Cl -0.382 0.934 -4.081  0.51
Cl 0.457 3.680 -3.822  0.53
Cl -1.861 2.705 -2.343  0.46
Cl 0.798 1.874 -1.614  0.54
C 6.914 -3.859 -9.918  -2.05
Cl 6.239 -3.664 -11.540  0.52
Cl 7.249 -5.571 -9.624  0.51
Cl 8.416 -2.937 -9.792  0.52
Cl 5.760 -3.276 -8.722  0.50
C 7.474 12.356 -2.804  -2.05
Cl 6.275 12.033 -1.555  0.49
Cl 8.482 10.924 -3.031  0.53
Cl 6.652 12.742 -4.322  0.51
Cl 8.494 13.723 -2.326  0.51
C 1.160 -9.971 0.851  -2.04
Cl -0.074 -10.312 2.072  0.52
Cl 2.267 -11.347 0.736  0.52
Cl 0.383 -9.713 -0.714  0.52
Cl 2.051 -8.522 1.307  0.49
C -2.581 6.982 -4.491  -2.05
Cl -3.932 6.932 -5.634  0.51
Cl -1.073 7.241 -5.378  0.52
Cl -2.826 8.308 -3.350  0.52
Cl -2.489 5.455 -3.616  0.49
C -3.523 -6.855 -5.396  -2.05
Cl -4.289 -8.109 -6.378  0.49
Cl -2.544 -5.809 -6.428  0.53
Cl -4.763 -5.881 -4.594  0.49
Cl -2.497 -7.610 -4.176  0.53
C -6.962 -10.394 -4.356  -2.04
Cl -6.572 -11.327 -2.908  0.53
Cl -6.150 -11.115 -5.753  0.51
Cl -8.710 -10.418 -4.620  0.52
Cl -6.421 -8.728 -4.150  0.49
C -11.875 -0.889 0.939  -2.04
Cl -12.998 0.371 0.411  0.53
Cl -11.235 -1.736 -0.476  0.52
Cl -10.542 -0.160 1.831  0.49
Cl -12.718 -2.041 1.979  0.50
C 5.969 -4.900 5.671  -2.05
Cl 5.567 -6.465 4.950  0.49
Cl 6.562 -3.809 4.418  0.53
Cl 4.536 -4.208 6.432  0.52
Cl 7.223 -5.128 6.899  0.51
C -10.143 -5.065 3.090  -2.04
Cl -9.984 -6.401 1.945  0.53
Cl -9.289 -5.464 4.584  0.53
Cl -9.443 -3.604 2.391  0.50
Cl -11.856 -4.800 3.448  0.49

## Properties
Kohn-Sham gap: 6.44 eV
multiplicity: 1
HOMO level: -5.465 eV
total charge: -1
LUMO: 0.971 eV

---

Entry 3:
C27H13Cl2F5IKN6O2Se | ωB97M-V/def2-TZVPD

Each line ends with the natural charge from an NBO analysis.
Element x y z (Å)
K 0.164 -0.453 -0.775  0.93
Cl 4.604 -5.143 3.200  -0.06
C 4.093 -3.730 2.301  -0.07
C 2.767 -3.622 1.919  -0.28
C 2.283 -2.531 1.191  0.14
N 0.964 -2.488 0.731  -0.68
C 0.010 -3.164 1.346  0.57
O 0.013 -3.814 2.416  -0.74
C -1.358 -3.128 0.640  0.16
C -2.464 -3.603 1.352  -0.24
C -3.711 -3.603 0.762  -0.19
C -3.836 -3.133 -0.539  -0.28
C -2.692 -2.686 -1.174  0.03
N -1.484 -2.681 -0.612  -0.45
C 3.201 -1.483 0.837  0.23
C 4.533 -1.624 1.255  -0.30
C 4.975 -2.723 1.972  -0.09
Cl 6.660 -2.798 2.443  -0.06
N 2.727 -0.391 0.103  -0.70
C 3.537 0.588 -0.268  0.57
O 4.763 0.757 -0.079  -0.74
C 2.888 1.724 -1.081  0.16
C 3.745 2.644 -1.688  -0.24
C 3.216 3.680 -2.434  -0.19
C 1.839 3.786 -2.561  -0.28
C 1.058 2.836 -1.925  0.03
N 1.563 1.835 -1.203  -0.47
H 2.074 -4.399 2.200  0.25
H -2.288 -3.961 2.356  0.25
H -4.579 -3.954 1.307  0.20
H -4.793 -3.096 -1.044  0.21
H -2.748 -2.299 -2.188  0.18
H 5.231 -0.845 0.999  0.27
H 4.807 2.506 -1.544  0.24
H 3.871 4.398 -2.916  0.20
H 1.369 4.568 -3.142  0.22
H -0.024 2.870 -2.018  0.21
I -6.015 -0.620 2.042  0.13
C -4.524 0.065 0.796  -0.31
C -4.685 0.657 -0.437  -0.07
N -3.450 0.929 -0.882  -0.34
N -2.497 0.555 -0.021  -0.28
C -3.137 0.019 1.008  -0.08
H -5.563 0.905 -1.009  0.23
H -3.190 1.350 -1.789  0.44
H -2.593 -0.382 1.849  0.23
F -4.216 7.781 -1.654  -0.31
C -3.865 6.579 -2.142  0.23
C -2.656 6.410 -2.790  0.26
F -1.834 7.462 -2.936  -0.31
C -2.302 5.167 -3.280  0.30
F -1.112 5.082 -3.891  -0.31
C -3.114 4.038 -3.159  -0.28
Se -2.595 2.343 -3.824  -0.44
C -4.324 4.258 -2.502  0.28
F -5.195 3.249 -2.325  -0.32
C -4.703 5.491 -2.002  0.29
F -5.885 5.644 -1.380  -0.31

## Properties
Kohn-Sham gap: 5.11 eV
multiplicity: 1
HOMO level: -1.844 eV
total charge: -2
LUMO: 3.262 eV
energy above the lowest of the compared OMol25 structures with the same formula, charge and spin: 6.74 kcal per mole

---

Entry 4:
C27H13F3I2IrN4O4 | ωB97M-V/def2-TZVPD

Each line ends with the Löwdin spin population.
Element x y z (Å)
Ir 0.208 1.463 -0.005  1.52
I -4.192 4.248 -0.057  0.02
C -2.213 4.831 0.196  0.09
C -1.876 6.173 0.292  0.02
C -0.554 6.548 0.443  0.09
I -0.139 8.596 0.568  0.01
C 0.493 5.604 0.510  0.03
C 1.877 5.885 0.682  0.32
C 2.783 4.811 0.822  0.05
C 2.365 3.523 0.723  0.21
N 1.040 3.199 0.431  0.23
C 0.111 4.252 0.404  0.07
C -1.217 3.852 0.247  0.03
O -1.466 2.546 0.142  0.15
H -2.652 6.925 0.242  0.00
H 2.220 6.907 0.749  0.02
H 3.830 5.002 1.018  0.00
H 3.025 2.685 0.901  0.01
N 2.892 1.078 -1.326  0.02
C 3.983 1.504 -1.293  0.00
N 5.177 1.894 -1.425  0.00
C 5.543 3.138 -1.063  0.00
N 5.962 4.173 -0.764  0.00
O -2.173 -3.694 1.627  0.00
C -2.884 -3.126 0.644  0.00
C -4.035 -3.777 0.195  0.00
C -4.805 -3.216 -0.805  0.00
C -4.451 -1.997 -1.382  0.00
C -3.306 -1.354 -0.947  0.00
C -2.509 -1.905 0.055  0.00
C -1.274 -1.209 0.519  0.01
O -0.641 -1.646 1.489  0.01
O -0.915 -0.186 -0.176  0.08
H -1.440 -3.053 1.831  0.00
H -4.304 -4.720 0.657  0.00
H -5.699 -3.730 -1.139  0.00
H -5.065 -1.555 -2.157  0.00
H -3.007 -0.399 -1.363  0.00
F -0.210 -6.864 -0.479  0.00
C 0.757 -6.367 0.308  0.02
F 1.860 -7.120 0.083  0.01
F 0.400 -6.609 1.582  0.01
C 1.012 -4.922 0.057  0.14
C 1.752 -4.193 0.994  -0.01
C 2.032 -2.868 0.777  0.13
C 1.580 -2.219 -0.409  0.06
C 0.834 -2.985 -1.349  0.13
C 0.555 -4.309 -1.107  -0.01
C 1.821 -0.891 -0.625  0.50
C 1.814 0.419 -0.670  0.07
H 2.088 -4.675 1.904  0.00
H 2.577 -2.290 1.513  0.01
H 0.466 -2.500 -2.244  0.01
H -0.029 -4.877 -1.820  0.00

## Properties
Kohn-Sham gap (alpha / beta): 5.61 / 6.01 eV
multiplicity: 5
HOMO level (alpha / beta): -3.519 / -5.605 eV
total charge: -1
LUMO (alpha / beta): 2.093 / 0.408 eV

---

Entry 5:
C27H15Br2ClFeN5O8 | ωB97M-V/def2-TZVPD

Each line ends with the Löwdin spin population.
Element x y z (Å)
Fe -0.008 1.263 -0.349  0.96
O 2.556 2.508 2.985  0.00
C 1.691 2.092 2.214  0.00
O 1.637 2.196 0.950  0.04
C 0.448 1.434 2.771  0.00
C 0.316 0.876 4.034  0.00
C -0.888 0.264 4.350  0.00
C -1.920 0.232 3.418  0.00
C -1.689 0.809 2.182  0.00
N -0.541 1.397 1.895  0.01
C -2.626 0.797 0.985  0.00
O -3.797 0.456 1.149  0.00
O -2.071 1.171 -0.098  -0.01
H 1.156 0.907 4.713  0.00
H -1.014 -0.215 5.314  0.00
H -2.876 -0.235 3.611  0.00
Br -0.577 1.851 -5.391  0.00
C -0.434 3.161 -4.031  0.00
C -0.441 4.520 -4.383  0.00
C -0.382 5.499 -3.430  0.00
Br -0.408 7.324 -3.975  0.00
C -0.303 5.164 -2.055  0.00
C -0.264 6.056 -0.965  0.00
C -0.212 5.553 0.305  0.00
C -0.157 4.164 0.512  0.00
N -0.177 3.314 -0.485  -0.01
C -0.277 3.799 -1.738  0.00
C -0.357 2.751 -2.703  0.00
O -0.387 1.558 -2.262  0.00
H -0.502 4.786 -5.429  0.00
H -0.278 7.124 -1.145  0.00
H -0.189 6.209 1.164  0.00
H -0.083 3.753 1.506  0.00
N 1.649 0.670 -1.125  0.00
C 2.756 0.395 -0.860  0.00
N 3.979 0.094 -0.839  0.00
C 4.875 -0.193 0.057  0.00
N 5.757 -0.472 0.757  0.00
C -2.130 -5.969 -0.201  0.00
C -0.682 -5.633 -0.431  0.00
C 0.095 -6.370 -1.318  0.00
C 1.417 -6.027 -1.533  0.00
Cl 2.372 -6.987 -2.652  0.00
C 2.000 -4.957 -0.881  0.00
C 1.237 -4.220 0.013  0.00
C -0.095 -4.555 0.235  0.00
O -0.855 -3.873 1.144  0.00
C -1.194 -2.530 0.777  0.00
C -0.050 -1.518 0.931  0.00
O 0.788 -1.655 1.809  0.00
O -0.147 -0.580 0.074  0.00
H -2.338 -7.000 -0.490  0.00
H -2.777 -5.313 -0.787  0.00
H -2.397 -5.827 0.844  0.00
H -0.338 -7.206 -1.853  0.00
H 3.035 -4.703 -1.061  0.00
H 1.662 -3.383 0.550  0.00
H -1.988 -2.234 1.462  0.00
H -1.581 -2.492 -0.243  0.00

## Properties
Kohn-Sham gap (alpha / beta): 6.82 / 6.79 eV
multiplicity: 2
HOMO level (alpha / beta): -3.220 / -3.186 eV
total charge: -2
LUMO (alpha / beta): 3.599 / 3.599 eV
energy above the lowest of the compared OMol25 structures with the same formula, charge and spin: 38.05 kcal per mole

---

Number 1: maximum force 11.10 eV/Å, DFT total energy -2529.67391 Eh. Number 2: maximum force 3.07 eV/Å, DFT total energy -37216.15591 Eh. Number 3: maximum force 0.11 eV/Å, DFT total energy -6234.66778 Eh. Number 4: maximum force 0.75 eV/Å, DFT total energy -2556.00038 Eh. Number 5: maximum force 1.76 eV/Å, DFT total energy -8785.70800 Eh.